Entry 1:
{
  "formula": "C2H3Br2FSi",
  "method": "the ωB97M-V functional and the def2-TZVPD basis",
  "relative_energy_kcal_mol": 0.0,
  "smiles": "C=C[Si](F)(Br)Br",
  "elements": ["H", "Br", "H", "F", "Si", "C", "Br", "C", "H"],
  "coordinates": [[-1.395, 0.537, -1.411], [1.968, -2.142, 0.670], [-0.953, 0.072, 1.513], [1.327, -0.452, -1.597], [1.188, -0.236, -0.024], [-0.587, 0.080, 0.571], [2.581, 1.399, 0.697], [-1.540, 0.346, -0.343], [-2.588, 0.395, -0.076]],
  "forces_ev_per_a": [[0.4, -0.4, 0.3], [0.1, -0.4, 0.5], [-0.4, -0.5, 3.2], [-0.4, 0.7, 0.1], [-0.3, 0.6, 0.8], [0.8, 0.4, -4.6], [-0.6, -0.6, -0.5], [0.4, 0.0, -0.2], [0.0, 0.2, 0.3]]
}



Entry 2:
{
  "formula": "C39H82GaO5",
  "method": "the ωB97M-V functional and the def2-TZVPD basis",
  "total_energy_ha": -3836.193129,
  "charge": -1,
  "elements": ["C", "C", "H", "H", "H", "C", "H", "C", "C", "H", "H", "H", "O", "C", "H", "H", "H", "H", "C", "H", "H", "H", "C", "H", "C", "H", "H", "H", "H", "H", "H", "O", "H", "C", "H", "C", "H", "C", "H", "H", "H", "C", "C", "C", "H", "H", "H", "C", "H", "C", "H", "H", "H", "H", "C", "H", "O", "H", "H", "H", "H", "H", "H", "H", "H", "C", "C", "C", "H", "H", "H", "H", "H", "H", "H", "C", "H", "H", "C", "C", "H", "H", "H", "H", "H", "H", "C", "H", "H", "C", "H", "C", "O", "C", "H", "H", "C", "C", "H", "C", "H", "H", "C", "H", "C", "H", "H", "C", "H", "C", "H", "H", "H", "C", "C", "C", "H", "Ga", "H", "H", "H", "H", "O", "H", "H", "C", "H"],
  "coordinates": [[0.070, -1.493, -1.128], [-7.600, -3.126, 4.807], [1.119, 2.586, 0.005], [-1.964, 6.633, -7.164], [-1.271, 2.110, 0.612], [5.145, -2.616, 0.193], [5.938, -3.192, 0.683], [-1.285, 0.666, -0.992], [-0.520, -0.399, -0.209], [1.388, 4.342, 5.362], [4.417, 2.182, 1.750], [-1.253, -2.744, -2.358], [-0.593, -5.839, -2.041], [-3.179, 0.911, -4.087], [3.776, 2.506, 3.354], [-1.607, 2.516, -6.086], [3.541, -3.149, -3.364], [1.539, -4.996, 2.759], [3.711, -0.636, -2.661], [2.661, -3.835, 0.863], [-6.570, -4.891, 2.840], [-3.891, 1.014, -4.913], [2.980, 1.683, -0.467], [0.247, 0.065, 0.426], [-0.418, -5.012, 1.085], [-0.119, -2.893, 1.594], [4.343, -4.426, -0.677], [3.447, -1.439, 0.824], [-5.355, -4.713, 4.111], [1.587, 6.095, 5.594], [-2.100, -1.157, 4.061], [-6.235, -1.864, 3.325], [-1.240, -0.894, 0.453], [3.654, 0.887, -2.799], [1.577, -4.274, -1.047], [-3.165, 0.654, 3.616], [3.559, -2.975, -1.203], [2.300, 2.789, 1.797], [-3.148, 3.492, -0.180], [-4.365, 3.170, -2.092], [2.324, 3.835, 2.116], [4.546, -3.396, -0.987], [2.160, -2.948, 2.743], [-2.573, -0.672, 3.204], [2.416, 3.743, -0.172], [3.475, 1.134, -3.856], [-5.049, -0.026, 4.367], [-3.562, 2.430, -2.007], [3.333, 1.015, 2.563], [-0.770, 6.816, 4.184], [-3.363, -1.329, 2.834], [-3.605, 0.184, -3.387], [2.213, 2.457, -2.333], [-0.203, 3.264, -6.880], [4.078, -2.238, 1.236], [-1.784, -2.544, -0.693], [-2.535, 4.787, -5.560], [-0.425, 5.830, -7.554], [5.568, -1.675, -0.182], [1.684, 0.816, -1.930], [0.039, -5.842, -2.758], [-2.264, 0.449, -4.471], [-3.205, 3.067, -4.068], [0.814, -4.056, 4.044], [3.833, -4.176, 2.146], [4.637, -1.339, -3.654], [-2.895, 2.266, -3.396], [-2.599, 2.859, -0.886], [-1.472, 6.841, 5.019], [-8.016, -2.156, 5.069], [1.673, -2.046, 2.350], [-3.794, 0.160, 5.602], [-1.041, -3.803, 2.767], [0.189, -5.886, 1.343], [0.233, -1.032, -2.115], [2.173, 2.763, 0.253], [2.662, -2.675, 3.679], [4.053, 1.907, -0.440], [-4.218, 0.600, 4.696], [3.201, -3.391, 1.707], [4.623, 1.324, -2.533], [4.305, -1.080, -4.668], [4.926, -3.349, -4.421], [-1.872, 5.459, -8.498], [4.030, -0.865, -1.636], [-1.475, -5.303, 1.133], [-1.851, 4.593, -6.535], [-1.319, 6.873, 3.248], [-1.812, 2.336, -3.252], [5.392, -3.380, -2.280], [1.054, -1.811, -0.761], [1.085, -4.021, 2.984], [-2.814, 1.689, 3.101], [-0.172, -3.868, 2.097], [-5.094, -3.952, 2.525], [5.723, -4.400, -2.502], [4.593, -2.867, -3.495], [-1.294, 3.225, -6.848], [5.665, -0.988, -3.513], [3.530, 2.074, 2.376], [-8.394, -3.772, 4.428], [-1.832, -0.520, 2.424], [0.863, 5.289, 5.460], [-2.043, 0.131, -1.582], [0.033, 5.536, 4.219], [-7.178, -3.595, 5.698], [4.597, -1.812, 2.107], [-1.508, 5.705, -7.499], [-4.029, 1.480, -1.723], [-5.840, -4.206, 3.274], [6.281, -2.754, -2.142], [-4.585, 1.600, 4.916], [-0.596, 1.167, -1.687], [-0.897, -2.699, -1.323], [-6.528, -2.954, 3.757], [2.545, 1.492, -1.931], [-1.649, 2.890, -7.824], [-0.022, -4.489, -0.839], [-0.106, 7.679, 4.271], [-1.790, 3.471, -1.301], [2.693, -1.034, -2.763], [1.393, 2.362, 2.230], [0.013, 4.749, 3.307], [-2.783, 1.183, 0.464], [2.856, 0.729, 0.062], [-1.993, 1.690, -0.100], [0.220, 5.259, 6.342]],
  "forces_ev_per_a": [[-0.6, 0.1, -0.2], [0.0, 0.1, 0.0], [0.1, 0.1, 0.0], [0.0, 0.0, 0.0], [-0.2, -0.2, 0.1], [-0.5, 0.0, 0.0], [0.1, 0.1, -0.1], [-0.1, -0.2, 0.2], [0.0, -0.2, -0.2], [0.0, 0.0, 0.0], [0.0, -0.1, 0.0], [0.0, 0.0, 0.1], [-0.1, 0.0, 0.3], [-0.1, 0.0, 0.1], [0.0, -0.1, -0.1], [0.0, 0.0, 0.0], [0.1, -0.1, -0.1], [-0.1, 0.1, 0.1], [0.2, 0.2, 0.3], [0.1, 0.0, 0.0], [0.0, 0.0, 0.1], [0.1, 0.0, 0.0], [0.0, -0.2, -0.1], [0.0, 0.1, -0.1], [-0.1, 0.2, -0.2], [0.0, -0.1, 0.0], [0.0, 0.1, -0.1], [0.0, -0.1, 0.0], [0.0, 0.0, 0.0], [0.0, 0.0, 0.0], [-0.1, -0.1, 0.0], [0.0, 0.1, 0.0], [0.2, 0.1, 0.1], [-0.3, -0.2, -0.4], [0.1, 0.0, -0.1], [0.1, -0.3, -0.1], [0.1, -0.1, 0.0], [0.2, 0.1, -0.2], [0.1, 0.0, 0.0], [0.0, -0.1, 0.1], [-0.1, -0.1, 0.0], [0.1, 0.2, 0.1], [0.0, -0.1, -0.2], [0.1, 0.1, -0.1], [0.1, -0.1, 0.0], [0.0, 0.0, 0.1], [0.0, -0.1, 0.0], [0.1, 0.1, -0.3], [0.1, 0.0, -0.3], [0.0, 0.0, -0.1], [0.0, 0.0, 0.1], [0.1, 0.1, -0.1], [0.1, -0.1, 0.0], [0.0, 0.0, -0.1], [0.4, -0.1, 0.1], [0.0, 0.0, -0.1], [-0.1, 0.2, -0.1], [0.0, 0.0, -0.1], [0.2, -0.1, 0.0], [-0.1, 0.2, -0.2], [0.1, -0.1, -0.2], [-0.1, 0.1, -0.1], [0.2, 0.0, 0.2], [-0.1, 0.1, -0.1], [-0.1, 0.0, -0.1], [-0.4, -0.2, 0.1], [0.0, -0.6, 0.1], [-0.3, -0.1, 0.2], [0.0, 0.0, 0.0], [0.0, 0.0, 0.0], [0.0, 0.0, 0.2], [0.0, -0.1, 0.0], [0.1, 0.1, -0.1], [-0.2, 0.0, 0.1], [0.3, 0.0, 0.1], [-0.3, -0.3, 0.0], [0.0, 0.0, -0.1], [-0.1, 0.1, 0.0], [-0.1, 0.2, 0.0], [-0.2, 0.1, 0.1], [0.0, 0.0, 0.0], [0.2, 0.1, 0.1], [0.1, 0.1, 0.1], [0.1, 0.0, 0.0], [-0.1, 0.0, -0.1], [0.1, -0.2, 0.0], [0.1, -0.1, 0.0], [0.0, 0.0, 0.0], [-0.1, 0.2, -0.1], [-0.4, -0.2, -0.1], [-0.1, 0.0, 0.0], [0.3, -0.1, -0.2], [-0.1, 0.2, 0.2], [-0.2, -0.2, 0.2], [0.0, 0.0, 0.0], [0.2, 0.1, 0.1], [0.0, 0.2, 0.1], [-0.1, 0.0, 0.1], [0.0, 0.1, -0.2], [-0.2, 0.2, 0.4], [0.0, -0.1, 0.0], [0.0, 0.0, 0.0], [0.0, -0.1, -0.1], [0.2, 0.2, -0.2], [0.0, 0.0, 0.1], [0.0, -0.1, 0.0], [-0.1, 0.1, -0.1], [-0.1, 0.1, 0.1], [-0.1, 0.1, 0.0], [0.1, 0.1, -0.1], [0.0, -0.1, 0.0], [0.0, 0.0, 0.0], [-0.1, 0.0, 0.0], [0.3, 0.1, 0.2], [0.1, -0.1, 0.0], [0.3, 0.1, 0.4], [0.1, 0.0, 0.0], [0.0, 0.2, 0.0], [0.0, 0.0, 0.1], [-0.1, 0.0, 0.0], [0.1, 0.0, 0.0], [0.1, 0.0, 0.1], [0.0, 0.0, 0.0], [0.1, 0.1, 0.1], [0.1, 0.1, 0.0], [0.3, 0.1, -0.5], [0.0, 0.1, 0.0]]
}



Entry 3:
{
  "formula": "C3H5NO",
  "method": "the ωB97M-V functional and the def2-TZVPD basis",
  "relative_energy_kcal_mol": 70.1,
  "elements": ["H", "H", "H", "C", "N", "H", "H", "C", "C", "O"],
  "coordinates": [[0.454, -0.259, 1.112], [-1.743, -0.358, -1.083], [-1.805, 0.676, 0.379], [1.481, 1.603, 0.352], [2.481, 1.040, 0.094], [1.696, -0.311, -0.634], [-1.914, -1.071, 0.559], [0.015, -0.337, 0.121], [-1.451, -0.275, -0.036], [0.744, -0.644, -0.863]],
  "forces_ev_per_a": [[0.0, 0.1, -0.2], [0.0, 0.0, 0.1], [0.2, -0.1, 0.0], [0.9, -0.2, -0.1], [-0.8, 0.3, 0.2], [-0.1, 0.1, 0.1], [0.1, 0.1, 0.0], [-0.3, -0.4, 0.1], [0.1, 0.0, -0.1], [-0.1, 0.1, 0.1]]
}



Question: What is the formula in the third record?
Answer: C3H5NO